No. 1
# C63H75GeN4OP4S2Ti

A structure of composition C63H75GeN4OP4S2Ti in a non-equilibrium geometry (ωB97M-V with the def2-TZVPD basis set, the Open Molecules 2025 dataset).

Summary:
**Charge**: +1
**Electronic energy**: -7827.977005 hartree
**Gap between HOMO and LUMO**: 6.651 eV

XYZ file:
```
151
C63H75GeN4OP4S2Ti | the Open Molecules 2025 dataset | ωB97M-V with the def2-TZVPD basis set
Ti 0.05 -0.09 0.49
S 0.15 0.26 3.00
P 0.32 -1.74 2.79
C 0.71 -2.11 1.14
P 2.37 -1.77 0.74
S 2.50 0.22 0.32
C 2.85 -2.74 -0.71
C 4.16 -2.70 -1.19
C 4.53 -3.46 -2.28
C 3.58 -4.27 -2.91
C 2.28 -4.31 -2.45
C 1.91 -3.55 -1.34
C 3.71 -2.10 1.93
C 4.08 -1.13 2.85
C 5.10 -1.39 3.76
C 5.75 -2.61 3.75
C 5.37 -3.59 2.83
C 4.35 -3.34 1.94
C -1.24 -2.55 3.26
C -1.33 -3.93 3.08
C -2.42 -4.63 3.58
C -3.42 -3.96 4.27
C -3.33 -2.58 4.45
C -2.24 -1.88 3.95
C 1.36 -2.43 4.11
C 1.49 -1.73 5.30
C 2.17 -2.29 6.37
C 2.73 -3.56 6.25
C 2.60 -4.27 5.06
C 1.91 -3.71 3.99
H 4.90 -2.06 -0.71
H 5.55 -3.43 -2.65
H 3.87 -4.87 -3.77
H 1.54 -4.94 -2.94
H 0.91 -3.61 -0.94
H 3.57 -0.17 2.85
H 5.38 -0.63 4.48
H 6.56 -2.80 4.44
H 5.88 -4.55 2.83
H 4.05 -4.11 1.24
H -0.55 -4.45 2.54
H -2.48 -5.70 3.44
H -4.27 -4.51 4.66
H -4.11 -2.06 4.99
H -2.16 -0.81 4.13
H 1.06 -0.74 5.39
H 2.27 -1.74 7.30
H 3.27 -4.00 7.08
H 3.03 -5.25 4.96
H 1.82 -4.25 3.06
C 1.67 6.05 -0.80
C 2.02 4.73 -1.48
C 3.17 4.93 -2.47
C 2.37 3.62 -0.48
C 3.34 4.04 0.64
O 2.49 4.14 1.81
C 1.30 3.60 1.46
N 1.16 3.20 0.27
C 0.24 3.64 2.48
C 0.55 4.25 3.69
C -0.42 4.44 4.66
C -1.72 4.04 4.39
C -2.03 3.42 3.19
C -1.07 3.17 2.22
P -1.49 2.23 0.67
C -3.28 1.84 0.96
C -3.58 0.87 1.92
C -4.89 0.57 2.24
C -5.94 1.22 1.58
C -5.65 2.17 0.62
C -4.33 2.49 0.32
C -1.64 3.53 -0.61
C -2.01 3.17 -1.90
C -2.20 4.14 -2.87
C -2.03 5.48 -2.56
C -1.68 5.85 -1.27
C -1.48 4.88 -0.29
H 1.16 6.72 -1.50
H 2.57 6.58 -0.45
H 1.00 5.91 0.05
H 1.14 4.38 -2.03
H 4.09 5.23 -1.95
H 2.93 5.71 -3.19
H 3.38 4.01 -3.03
H 2.78 2.78 -1.03
H 3.80 5.01 0.48
H 4.11 3.30 0.83
H 1.56 4.59 3.86
H -0.17 4.92 5.60
H -2.50 4.22 5.12
H -3.06 3.14 3.03
H -2.77 0.38 2.45
H -5.11 -0.15 3.02
H -6.96 0.97 1.82
H -6.45 2.69 0.11
H -4.13 3.27 -0.41
H -2.18 2.13 -2.15
H -2.49 3.85 -3.88
H -2.17 6.24 -3.32
H -1.56 6.89 -1.01
H -1.22 5.18 0.71
C 3.26 -0.39 -5.69
C 3.42 -1.02 -4.31
C 3.43 0.00 -3.17
C 2.11 0.76 -2.98
Ge 0.52 -0.06 -2.15
C -0.27 -1.09 -3.66
C -1.38 -0.38 -4.47
C -0.89 0.86 -5.22
C -2.04 1.60 -5.90
H 3.37 -1.14 -6.48
H 4.02 0.38 -5.86
H 2.28 0.07 -5.82
H 4.37 -1.58 -4.28
H 2.63 -1.76 -4.14
H 4.22 0.73 -3.36
H 3.70 -0.50 -2.24
H 1.72 1.09 -3.95
H 2.29 1.68 -2.42
H -0.36 1.25 -2.15
H -0.59 -2.09 -3.35
H 0.58 -1.24 -4.33
H -2.22 -0.09 -3.84
H -1.79 -1.09 -5.20
H -0.15 0.56 -5.97
H -0.38 1.53 -4.52
H -2.58 0.95 -6.59
H -1.67 2.46 -6.48
H -2.76 1.97 -5.17
C -5.14 -2.04 -0.91
N -4.15 -1.58 -1.88
C -3.51 -2.74 -2.50
N -2.89 -3.66 -1.52
C -3.92 -4.07 -0.57
N -4.57 -2.94 0.10
C -3.67 -2.27 1.03
P -2.21 -1.51 0.11
C -3.18 -0.69 -1.26
C -1.75 -3.05 -0.84
H -5.92 -2.58 -1.44
H -5.58 -1.17 -0.41
H -2.75 -2.41 -3.20
H -4.27 -3.30 -3.04
H -3.48 -4.73 0.18
H -4.69 -4.62 -1.11
H -3.28 -2.98 1.74
H -4.20 -1.49 1.57
H -2.45 -0.35 -1.99
H -3.69 0.19 -0.86
H -1.31 -3.76 -0.14
H -0.99 -2.78 -1.56
```

Here are the Löwdin charges for atoms 1 to 99, given in e: 0.22 0.41 0.46 -0.61 0.52 0.41 -0.35 -0.11 -0.08 -0.07 -0.06 -0.08 -0.35 -0.10 -0.06 -0.06 -0.07 -0.09 -0.35 -0.10 -0.07 -0.07 -0.07 -0.11 -0.34 -0.09 -0.07 -0.07 -0.07 -0.10 0.12 0.12 0.11 0.11 0.07 0.08 0.11 0.11 0.11 0.11 0.11 0.11 0.11 0.11 0.07 0.08 0.11 0.11 0.11 0.11 -0.06 -0.37 -0.05 -0.28 -0.06 0.01 -0.37 0.14 -0.17 0.00 -0.05 -0.05 -0.07 -0.32 1.07 -0.38 -0.16 -0.09 -0.07 -0.06 -0.07 -0.38 -0.13 -0.06 -0.07 -0.08 -0.09 0.08 0.08 0.07 0.13 0.08 0.09 0.07 0.09 0.12 0.13 0.12 0.11 0.11 0.10 0.06 0.11 0.11 0.11 0.10 0.07 0.09 0.11

***

No. 2
# C4H16O9Zn

A structure of composition C4H16O9Zn in a non-equilibrium geometry (ωB97M-V with the def2-TZVPD basis set, the Open Molecules 2025 dataset).

Summary:
**Charge**: +1
**Multiplicity**: 2
**Electronic energy**: -2618.253610 hartree
**Gap between HOMO and LUMO (alpha / beta)**: 7.733 / 3.847 eV

XYZ file:
```
30
C4H16O9Zn | the Open Molecules 2025 dataset | ωB97M-V with the def2-TZVPD basis set
Zn -0.08 0.10 -0.83
C 0.41 -3.44 0.65
C -0.88 -2.85 0.09
O -1.94 -3.48 0.30
O -0.82 -1.77 -0.44
H 0.92 -4.03 -0.11
H 0.21 -4.25 1.35
H 1.19 -2.81 1.09
C -1.30 2.56 2.04
C -0.35 1.41 2.24
O -0.15 0.70 1.19
O 0.28 1.17 3.29
H -2.23 2.10 1.69
H -0.95 3.41 1.47
H -1.72 2.98 2.95
O 0.61 2.12 -1.22
H 0.17 2.55 -1.95
H 1.28 2.73 -0.94
O 2.48 -0.12 1.57
H 2.73 0.67 2.05
H 1.52 -0.05 1.49
O -2.13 0.86 -1.22
H -2.62 0.37 -1.88
H -2.79 1.34 -0.73
O -0.09 0.11 -3.08
H 0.74 0.04 -3.54
H -0.75 0.11 -3.77
O 1.75 -0.66 -1.30
H 2.63 -0.31 -1.41
H 1.88 -1.58 -1.04
```

natural (NBO) charges in e: 1.77 -0.74 0.77 -0.07 -0.73 0.26 0.27 0.29 -0.73 0.78 -0.98 -0.65 0.20 0.23 0.24 -0.99 0.50 0.52 -1.00 0.48 0.49 -0.99 0.49 0.52 -0.99 0.51 0.51 -1.00 0.53 0.51

***

No. 3
# C3H7Cl6HgO

A structure of composition C3H7Cl6HgO in a non-equilibrium geometry (ωB97M-V with the def2-TZVPD basis set, the Open Molecules 2025 dataset).

Summary:
**Energy above the lowest of the compared OMol25 structures with the same formula, charge and spin**: 139.6 kcal per mole
**Charge**: -1
**Electronic energy**: -3108.166152 hartree
**Gap between HOMO and LUMO**: 3.424 eV

XYZ file:
```
18
C3H7Cl6HgO | the Open Molecules 2025 dataset | ωB97M-V with the def2-TZVPD basis set
Hg 0.36 -2.43 -0.94
C -2.90 -1.09 -3.68
O -2.30 -2.32 -3.30
H -3.91 -1.21 -4.08
H -2.86 -0.41 -2.83
H -2.39 -0.52 -4.47
Cl -0.51 -6.17 -0.46
Cl 3.28 -1.48 -2.98
C 3.00 -0.44 4.08
Cl 2.07 1.04 4.37
Cl 2.52 -1.28 2.55
H 4.08 -0.30 4.03
H 2.85 -1.06 4.97
C -0.57 3.65 0.51
Cl -0.16 1.97 0.05
Cl -2.14 3.72 1.43
H 0.26 4.04 1.10
H -0.70 4.30 -0.35
```

natural (NBO) charges in e: 0.61 -0.30 -0.48 0.17 0.18 0.14 -0.65 -0.68 -0.39 -0.03 -0.02 0.22 0.22 -0.37 -0.01 -0.06 0.22 0.22

***

No. 4
# C9H18BiCl2OS

A structure of composition C9H18BiCl2OS in a non-equilibrium geometry (ωB97M-V with the def2-TZVPD basis set, the Open Molecules 2025 dataset).

Summary:
**Energy above the lowest of the compared OMol25 structures with the same formula, charge and spin**: 190.5 kcal per mole
**Charge**: -1
**Electronic energy**: -1961.847190 hartree
**Gap between HOMO and LUMO (alpha / beta)**: 5.436 / 4.860 eV

XYZ file:
```
32
C9H18BiCl2OS | the Open Molecules 2025 dataset | ωB97M-V with the def2-TZVPD basis set
Bi -0.28 1.83 1.38
Cl -2.53 2.59 0.67
Cl 1.30 2.73 -0.28
C 1.57 -2.84 -1.07
H 2.16 -2.13 -0.48
H 0.93 -3.62 -0.53
C -2.84 -0.68 -1.20
C 1.60 -2.66 -2.37
H -2.61 -1.68 -1.73
C 1.52 -1.22 -3.10
H 0.56 -2.98 -2.66
C 0.85 -0.01 -2.36
H 2.59 -1.00 -3.31
H 0.99 -1.39 -4.05
C -0.57 0.55 -2.67
H 1.01 -0.01 -1.27
H 1.48 0.81 -2.73
C -2.10 0.34 -1.96
H -0.41 1.65 -2.48
H -0.75 0.49 -3.77
H -2.30 1.37 -1.44
H -2.67 0.25 -2.98
C -0.42 -2.16 1.73
S -1.40 -1.32 0.26
C -2.88 -1.03 1.10
O -0.54 0.03 0.18
H -1.10 -2.91 2.16
H -0.22 -1.33 2.42
H 0.53 -2.61 1.38
H -2.74 -1.45 2.06
H -3.12 0.00 1.17
H -3.72 -1.50 0.58
```

natural (NBO) charges in e: 1.05 -0.61 -0.60 -0.33 0.18 0.20 -0.54 -0.26 0.09 -0.41 0.18 -0.44 0.19 0.20 -0.40 0.24 0.21 -0.52 0.21 0.18 0.21 0.20 -0.85 1.20 -0.81 -1.09 0.20 0.21 0.21 0.16 0.26 0.27

***

No. 5
# C3H5N5

A cluster of 2 separate species, C3H5N5 in total in a non-equilibrium geometry (ωB97M-V with the def2-TZVPD basis set, the Open Molecules 2025 dataset).

Summary:
**Energy above the lowest of the compared OMol25 structures with the same formula, charge and spin**: 200.7 kcal per mole
**Charge**: 0
**Electronic energy**: -390.798580 hartree
**Gap between HOMO and LUMO**: 9.921 eV

XYZ file:
```
13
C3H5N5 | the Open Molecules 2025 dataset | ωB97M-V with the def2-TZVPD basis set
C 0.62 -0.66 0.23
C -0.65 -0.14 1.35
C 0.20 0.51 -0.68
H -0.59 -2.45 -0.45
H 1.49 -1.60 -1.10
H 1.60 -0.39 0.63
H -0.44 0.79 2.19
H -1.27 -1.05 1.65
N 0.67 -1.92 -0.26
N -0.91 0.79 -0.08
N -1.25 2.11 -0.66
N -0.22 2.53 -1.33
N 0.76 1.47 -1.49
```

natural (NBO) charges in e: -0.06 -0.20 0.28 0.38 0.42 0.21 0.27 0.23 -0.82 -0.27 -0.07 -0.02 -0.35

***

No. 6
# C6H13AgF3O3P

A structure of composition C6H13AgF3O3P in a non-equilibrium geometry (ωB97M-V with the def2-TZVPD basis set, the Open Molecules 2025 dataset).

Summary:
**Charge**: +1
**Multiplicity**: 2
**Electronic energy**: -1249.541878 hartree
**Gap between HOMO and LUMO (alpha / beta)**: 6.823 / 5.123 eV

XYZ file:
```
27
C6H13AgF3O3P | the Open Molecules 2025 dataset | ωB97M-V with the def2-TZVPD basis set
F -3.35 -2.34 0.12
C -2.59 -2.75 -0.99
F -1.51 -3.48 -0.45
F -3.35 -3.56 -1.85
C -2.05 -1.48 -1.81
O -2.08 -0.28 -1.01
C -1.26 0.75 -1.59
C 0.31 0.56 -1.32
C 0.66 0.56 0.26
C 1.67 -0.62 0.73
O 2.08 -0.22 2.06
P 1.73 1.44 2.29
O 1.42 1.75 0.60
H -0.96 -1.72 -2.06
H -2.59 -1.36 -2.81
H -1.55 1.80 -1.27
H -1.41 0.69 -2.73
H 0.85 1.45 -1.77
H 0.75 -0.36 -1.83
H -0.40 0.49 0.71
H 1.31 -1.69 0.59
H 2.53 -0.52 -0.01
H 1.84 1.22 3.74
H 3.15 1.71 2.26
H 1.50 2.88 2.44
H 0.31 1.31 2.56
Ag 2.98 3.78 3.13
```

natural (NBO) charges in e: -0.32 0.97 -0.34 -0.32 -0.15 -0.53 -0.08 -0.46 0.02 -0.10 -0.75 0.87 -0.74 0.19 0.22 0.21 0.19 0.25 0.22 0.23 0.24 0.19 0.02 0.05 -0.21 0.16 0.96